Entry 1:
16
Properties=species:S:1:pos:R:3:forces:R:3:nbo_charge:R:1 method="wB97M-V/def2-TZVPD" e_tot_ev=-8866.6531 fmax_ev_per_a=1.85 relative_energy_kj_mol=247.0 lumo_energy_ev=0.99 orbital_gap_ev=10.657
C -0.26806 1.47858 1.39831 0.12 -0.09 -0.05 -0.623
C 0.55398 1.15259 0.16349 -0.34 0.02 -0.26 -0.049
N 1.71073 0.26080 0.29566 0.07 -0.94 -0.39 -0.614
C 0.61231 -0.13254 -0.58140 -0.75 0.07 -0.13 -0.083
C -0.03519 -1.46805 -0.40367 -0.17 0.07 0.10 -0.532
C -1.45795 -1.44993 -0.87566 -0.26 0.14 -0.11 0.448
O -1.99993 -0.46600 -1.32173 0.09 -0.46 0.19 -0.523
H -0.20258 0.72351 2.18754 0.06 -0.01 -0.25 0.218
H 0.07163 2.43154 1.82181 0.01 -0.20 -0.03 0.215
H -1.32247 1.61081 1.12081 0.25 -0.10 -0.01 0.223
H 0.58645 2.00404 -0.51821 0.33 -0.07 0.13 0.191
H 2.42908 0.23508 -0.41154 0.92 1.52 0.53 0.366
H 0.76390 0.09969 -1.64086 0.10 -0.27 0.14 0.181
H 0.05393 -1.84937 0.61985 -0.20 0.12 -0.04 0.245
H 0.49309 -2.20964 -1.03012 -0.11 0.13 0.18 0.233
H -1.98892 -2.42112 -0.82427 -0.11 0.06 -0.01 0.105

=====

Entry 2:
10
Properties=species:S:1:pos:R:3:forces:R:3:nbo_charge:R:1 method="wB97M-V/def2-TZVPD" e_tot_ev=-6943.8869 fmax_ev_per_a=5.57 relative_energy_kj_mol=128.3 lumo_energy_ev=0.92 orbital_gap_ev=10.601
C -1.70805 0.96591 -0.57632 -4.27 1.55 0.59 -0.698
C -0.52958 0.44429 -0.09776 4.61 -3.04 0.66 0.011
C 0.45144 -0.23686 0.15913 0.58 0.26 -0.89 -0.064
C 1.72554 -0.99425 0.52946 -0.98 0.19 0.97 -0.010
H -1.99648 1.86128 0.05573 -0.06 -0.90 -0.78 0.235
H -1.74835 1.27790 -1.61074 0.50 0.06 -0.29 0.248
H -2.52344 0.18305 -0.48458 0.72 0.94 0.06 0.244
H 1.83094 -0.66319 1.56920 0.80 -0.01 -0.15 0.193
H 1.55089 -2.10489 0.63826 0.28 1.17 -0.86 0.197
F 2.94709 -0.73324 -0.18238 -2.19 -0.21 0.69 -0.357